Record 1
{
  "formula": "C4H11N3O",
  "method": "wB97M-V/def2-TZVPD",
  "orbital_gap_ev": 8.565,
  "de_lowest_kcal_mol": 117.2,
  "e_tot_ha": -398.3674,
  "symbols": ["C", "C", "N", "N", "O", "H", "H", "H", "H", "H", "H", "C", "C", "N", "H", "H", "H", "H", "H"],
  "coordinates": [[-0.8316, 0.5487, -0.6236], [0.4806, 1.0912, -1.0915], [1.0373, 2.0231, -0.2694], [-1.5152, 1.2779, 0.3632], [1.0288, 0.6689, -2.1015], [1.8662, 2.4962, -0.5909], [0.4329, 2.4923, 0.3887], [-2.5153, 1.2778, 0.2063], [-1.3506, 0.7909, 1.2768], [-1.0605, -1.3274, -0.5292], [-1.4197, 0.2341, -1.4871], [1.1956, -1.4826, 0.1200], [-0.2191, -1.0992, 0.4680], [-0.7292, -0.9102, 1.6333], [-0.1045, -1.1499, 2.3943], [-0.9749, -2.2335, -0.2991], [1.8786, -0.7034, 0.4639], [1.4724, -2.4055, 0.6334], [1.3283, -1.5894, -0.9554]],
  "mulliken_charge": [-0.298, 0.143, -0.343, -0.691, -0.651, 0.246, 0.244, 0.257, 0.337, -0.235, 0.576, -1.364, 1.024, -0.879, 0.178, 0.307, 0.365, 0.395, 0.390]
}

***

Record 2
{
  "formula": "N2O2S",
  "method": "wB97M-V/def2-TZVPD",
  "orbital_gap_ev": 11.000,
  "de_lowest_kcal_mol": 0.0,
  "e_tot_ha": -658.2090,
  "symbols": ["N", "N", "O", "O", "S"],
  "coordinates": [[2.5015, -0.2199, 0.2346], [1.5957, -0.1328, -0.3797], [-0.9274, -1.0162, 0.3056], [-1.7656, 1.2737, 0.2678], [-1.4042, 0.0952, -0.4283]],
  "mulliken_charge": [-0.214, 0.206, -0.352, -0.363, 0.723]
}

***

Quick rundown of HOMO energy, same order as above: -8.21 -11.93 eV